#1
{"formula": "C4H6O", "method": "ωB97M-V/def2-TZVPD", "species": ["C", "O", "C", "C", "C", "H", "H", "H", "H", "H", "H"], "xyz": [[-1.7118, 0.7450, -0.3846], [-0.3778, 0.6721, 0.0694], [1.1471, -1.3850, 0.8744], [1.5569, -0.4526, 0.0524], [1.4810, 0.5783, -0.6802], [-2.0746, -0.1305, -0.9581], [-1.9247, 1.6550, -0.9520], [-2.3612, 0.7946, 0.5199], [1.2517, -1.2391, 1.9415], [0.7655, -2.3109, 0.4611], [2.2217, 1.1065, -1.2990]], "mulliken_charge": [-0.588, -0.463, -0.416, 0.256, -0.366, 0.253, 0.243, 0.218, 0.258, 0.243, 0.360], "homo_ev": [-8.9, -8.9], "homo_lumo_gap_ev": [8.2, 8.2]}

***

#2
{"formula": "C4H6O", "method": "ωB97M-V/def2-TZVPD", "species": ["O", "C", "C", "C", "C", "H", "H", "H", "H", "H", "H"], "xyz": [[-2.3634, 0.0388, -0.2011], [-1.1669, 0.0149, -0.1041], [-0.0807, 1.0940, -0.1428], [0.9657, 0.0009, 0.1909], [-0.1308, -1.0880, 0.1264], [0.0271, 1.5510, -1.1324], [-0.2107, 1.8790, 0.6042], [1.5178, 0.1028, 1.1260], [1.6870, -0.1460, -0.6138], [-0.3169, -1.8037, 0.9331], [0.0718, -1.6437, -0.7863]], "mulliken_charge": [-0.549, 0.377, -0.416, -0.488, -0.450, 0.246, 0.255, 0.279, 0.231, 0.319, 0.196], "homo_ev": -9.6, "homo_lumo_gap_ev": 10.6}

***

#3
{"formula": "C4H6O", "method": "ωB97M-V/def2-TZVPD", "species": ["C", "C", "C", "C", "O", "H", "H", "H", "H", "H", "H"], "xyz": [[0.9673, 0.2026, 0.2335], [0.2056, -0.4981, 1.0425], [2.0080, 0.4872, -1.9253], [-1.2784, -0.2759, 1.2571], [1.6857, 0.7965, -0.6713], [0.6953, -1.4130, 1.6966], [1.3716, -0.1218, -2.5696], [2.7078, 1.0903, -2.4550], [-1.6266, 0.1086, 2.1263], [-1.7112, -1.3699, 1.0137], [-1.7242, 0.4763, 0.5431]], "mulliken_charge": [0.235, -0.093, -0.460, -0.912, -0.346, 0.225, 0.236, 0.271, 0.339, 0.221, 0.285], "homo_ev": [-7.1, -7.7], "homo_lumo_gap_ev": [7.7, 8.4]}

***

#4
{"formula": "C4H6O", "method": "ωB97M-V/def2-TZVPD", "species": ["C", "C", "C", "C", "O", "H", "H", "H", "H", "H", "H"], "xyz": [[-0.2212, -0.0469, 2.1150], [-0.5362, 0.3010, 0.8069], [0.1789, -0.2441, -0.3505], [0.1659, 0.3378, -1.5530], [0.7417, -0.1531, -2.6595], [-0.7732, 0.3300, 2.9431], [0.1745, -1.0153, 2.3079], [-1.5309, 0.8343, 0.6193], [0.3828, -1.3126, -0.1645], [-0.2645, 1.3651, -1.6154], [1.6821, -0.3962, -2.4492]], "mulliken_charge": [-0.798, -0.123, -0.200, -0.099, -0.495, 0.290, 0.250, 0.285, 0.259, 0.299, 0.333], "homo_ev": -8.5, "homo_lumo_gap_ev": 9.4}

***

Which of them is least stable? Easy: #3.

***

#1
{"formula": "C4H6O", "method": "ωB97M-V/def2-TZVPD", "species": ["C", "C", "C", "C", "O", "H", "H", "H", "H", "H", "H"], "xyz": [[3.0931, 0.7308, 0.1321], [0.2276, -1.4145, -0.2464], [-0.2224, -0.3859, 0.5598], [0.2646, 0.9001, 0.1752], [3.6368, -0.1397, -0.3002], [0.8941, -1.1945, -1.0980], [-0.1483, -2.4136, -0.0294], [-0.7258, -0.5207, 1.5463], [0.9402, 0.8575, -0.6235], [0.4703, 1.4834, 1.0056], [-0.5651, 1.5088, -0.1552]], "mulliken_charge": [0.116, -0.759, 0.207, -1.199, -0.135, 0.198, 0.251, 0.303, 0.310, 0.359, 0.349], "homo_ev": -9.2, "homo_lumo_gap_ev": 10.4}

***

#2
{"formula": "C4H6O", "method": "ωB97M-V/def2-TZVPD", "species": ["C", "O", "C", "C", "C", "H", "H", "H", "H", "H", "H"], "xyz": [[-0.1551, -1.2208, 0.0212], [-1.1356, -0.3927, -0.5745], [-0.8266, 0.9086, -0.0891], [0.6806, 0.9067, -0.0026], [1.0842, -0.3579, 0.0368], [-0.4797, -1.4601, 1.0501], [-0.0479, -2.1496, -0.5402], [-1.3065, 1.0358, 0.9006], [-1.2183, 1.6655, -0.7720], [1.3013, 1.7915, -0.0477], [2.1037, -0.7269, 0.0176]], "mulliken_charge": [-0.385, -0.356, -0.410, -0.319, -0.325, 0.218, 0.288, 0.222, 0.281, 0.392, 0.393], "homo_ev": -9.4, "homo_lumo_gap_ev": 10.6}

***

Which of them is least stable? Easy: #1.

***

#1
{"formula": "C4H14NO2", "method": "ωB97M-V/def2-TZVPD", "species": ["C", "O", "C", "C", "C", "N", "H", "H", "H", "H", "H", "H", "H", "H", "H", "H", "H", "H", "H", "H", "O"], "xyz": [[0.5660, 0.1154, 1.7033], [-0.5669, -0.3796, 0.9746], [1.6323, 0.5512, 0.7927], [2.3919, -0.3501, -0.0174], [2.1799, -0.1074, -1.5560], [-2.6141, 0.6332, -1.5845], [0.2415, 0.9039, 2.3921], [0.9398, -0.7420, 2.2641], [-0.5267, -0.0551, 0.0606], [2.0342, 1.5447, 0.9780], [3.4589, -0.1597, 0.1927], [2.1601, -1.3705, 0.2734], [2.8308, -0.7717, -2.1010], [1.1494, -0.3055, -1.8172], [2.4255, 0.9205, -1.8184], [-2.7695, 1.6335, -1.6180], [-3.0790, 0.2037, -0.7925], [-2.9014, 0.2091, -2.4519], [-3.8767, -1.1021, 1.6898], [-2.3897, -0.6706, 1.3894], [-3.2862, -0.7009, 1.0463]], "mulliken_charge": [-0.409, -0.440, -0.067, -0.238, -1.069, -0.645, 0.347, 0.332, 0.292, 0.386, 0.372, 0.299, 0.334, 0.379, 0.375, 0.214, 0.255, 0.232, 0.315, 0.372, -0.638], "total_charge": 1, "homo_ev": -12.7, "homo_lumo_gap_ev": 5.1}

***

#2
{"formula": "C4H14NO2", "method": "ωB97M-V/def2-TZVPD", "species": ["C", "C", "C", "C", "O", "N", "H", "H", "H", "H", "H", "H", "H", "H", "H", "H", "H", "H", "H", "H", "O"], "xyz": [[1.7774, -0.2733, 0.4986], [0.5780, 0.0295, -0.3450], [-0.1235, -1.2672, -0.8504], [-0.3930, -2.3495, 0.1483], [-1.3591, -0.9032, -1.4488], [-0.5792, 0.6718, 0.4731], [2.6097, -0.3475, -0.2065], [1.7228, -1.2066, 1.0533], [2.0551, 0.5198, 1.1956], [0.6650, 0.8313, -1.0758], [0.5935, -1.5889, -1.6168], [0.4336, -2.9875, 0.5070], [-1.0509, -3.1649, -0.1525], [-0.6610, -2.0215, 1.1622], [-1.3053, -0.9835, -2.4025], [-1.4527, 0.7480, -0.0575], [-0.3737, 1.6043, 0.8638], [-0.8693, 0.0162, 1.2089], [0.2256, 4.0067, 1.7285], [0.3869, 3.7863, 0.3033], [0.1486, 3.2868, 1.1065]], "mulliken_charge": [-1.266, -0.165, 0.411, -1.356, -0.581, -0.310, 0.380, 0.286, 0.417, 0.412, 0.440, 0.402, 0.345, 0.273, 0.357, 0.364, 0.261, 0.367, 0.317, 0.295, -0.651], "total_charge": 1, "homo_ev": -14.8, "homo_lumo_gap_ev": 11.9}

***

#3
{"formula": "C4H14NO2", "method": "ωB97M-V/def2-TZVPD", "species": ["C", "C", "C", "C", "O", "N", "H", "H", "H", "H", "H", "H", "H", "H", "H", "H", "H", "H", "H", "H", "O"], "xyz": [[0.5863, 1.0405, 0.4070], [0.0762, -0.2396, -0.2091], [-1.4313, -0.4561, -0.3155], [-2.2689, -0.0543, 0.8880], [-1.5483, -1.8823, -0.5013], [0.6622, -1.4770, 0.5494], [0.1336, 1.9034, -0.0885], [0.3695, 0.9784, 1.4776], [1.6184, 1.3900, 0.3831], [0.6043, -0.3748, -1.1883], [-1.7018, -0.0159, -1.2940], [-2.1774, 1.0119, 1.1037], [-3.3089, -0.3621, 0.7013], [-2.0201, -0.5863, 1.8105], [-2.4221, -2.2064, -0.2633], [0.5059, -2.3052, -0.0261], [1.6180, -1.4193, 0.8994], [0.0903, -1.6328, 1.3816], [4.1057, 2.1692, -1.3316], [3.0589, 2.6370, -2.4186], [3.4496, 1.8818, -1.9652]], "mulliken_charge": [-1.388, 0.173, 0.273, -1.328, -0.560, -0.382, 0.365, 0.407, 0.342, 0.292, 0.296, 0.349, 0.413, 0.384, 0.319, 0.377, 0.335, 0.331, 0.322, 0.326, -0.647], "total_charge": 1, "homo_ev": -14.5, "homo_lumo_gap_ev": 11.3}

***

Which of them is least stable? Easy: #1.

***

#1
{"formula": "C4H14NO2", "method": "ωB97M-V/def2-TZVPD", "species": ["C", "C", "C", "C", "O", "N", "H", "H", "H", "H", "H", "H", "H", "H", "H", "H", "H", "H", "H", "H", "O"], "xyz": [[-0.9534, -0.6931, 1.3736], [-0.3231, -0.8094, 0.0030], [-1.1551, -0.2426, -1.1277], [-1.5356, 1.2316, -0.9130], [-0.4180, -0.2646, -2.3496], [1.0722, -0.1474, -0.0954], [-2.0108, -0.9628, 1.3703], [-0.9368, 0.2764, 1.8738], [-0.4046, -1.4694, 1.9171], [0.0195, -1.8267, -0.2304], [-2.0650, -0.8361, -1.2658], [-2.5428, 1.3389, -0.5155], [-1.6840, 1.6017, -1.9344], [-0.7106, 1.8322, -0.5463], [-0.5293, -0.9226, -3.0436], [1.5501, -0.6049, -0.8619], [1.6286, -0.2103, 0.7745], [0.8960, 0.8434, -0.2405], [3.1090, 0.5629, 2.6299], [3.8180, 1.0004, 1.4859], [3.1758, 0.3024, 1.6962]], "mulliken_charge": [-1.401, -0.120, 0.123, -1.180, -0.586, -0.192, 0.400, 0.361, 0.409, 0.399, 0.473, 0.343, 0.401, 0.269, 0.338, 0.362, 0.347, 0.287, 0.337, 0.325, -0.694], "total_charge": 1, "homo_ev": -14.6, "homo_lumo_gap_ev": 11.6}

***

#2
{"formula": "C4H14NO2", "method": "ωB97M-V/def2-TZVPD", "species": ["C", "C", "C", "C", "O", "N", "H", "H", "H", "H", "H", "H", "H", "H", "H", "H", "H", "H", "H", "H", "O"], "xyz": [[0.3979, 0.1652, 1.7140], [0.5588, -1.1178, 1.1100], [-0.2328, -1.5036, -0.0351], [0.3335, -0.9704, -1.3534], [-2.0023, 0.3840, -0.4312], [-0.2798, 1.2636, 1.2757], [-0.9685, 2.5896, -1.7160], [0.2909, 0.1637, 2.8032], [1.4562, 0.0435, 0.8363], [0.9975, -1.8534, 1.7768], [-1.3221, -1.0370, 0.1055], [-0.4169, -2.5664, -0.1973], [0.3666, 0.1130, -1.4428], [1.3710, -1.3027, -1.4564], [-0.2705, -1.3434, -2.1773], [-0.7405, 2.0005, -2.1067], [-1.3070, 1.0827, 1.3097], [-0.1786, 1.3616, 0.2572], [-2.9702, 0.4032, -0.5326], [2.8569, 1.2159, 0.3666], [2.0599, 0.9083, -0.1061]], "mulliken_charge": [-0.290, -0.230, 0.068, -1.041, -0.500, -0.290, 0.130, 0.501, 0.252, 0.501, 0.164, 0.451, 0.176, 0.384, 0.349, -0.119, 0.401, 0.225, 0.206, 0.286, -0.621], "total_charge": 1, "homo_ev": -14.3, "homo_lumo_gap_ev": 5.4}

***

#3
{"formula": "C4H14NO2", "method": "ωB97M-V/def2-TZVPD", "species": ["C", "O", "C", "C", "C", "N", "H", "H", "H", "H", "H", "H", "H", "H", "H", "H", "H", "H", "H", "H", "O"], "xyz": [[1.5591, 0.2562, -1.3429], [2.4005, 0.3342, -0.1324], [0.0863, 0.1644, -0.9744], [-0.4431, -1.2888, -0.5422], [-1.9927, -1.4810, -0.5461], [-0.2342, 1.0267, 0.1965], [1.8654, 1.2398, -1.7596], [1.8196, -0.6908, -1.8869], [3.1955, -0.1761, -0.1621], [-0.4296, 0.4142, -1.9266], [0.0184, -2.0727, -1.1418], [0.0411, -1.4235, 0.4327], [-2.6138, -0.8773, -1.3529], [-2.3402, -2.4954, -0.6857], [-2.4670, -1.0884, 0.4401], [0.5490, 0.9249, 0.8701], [-1.1583, 0.6846, 0.5450], [-0.3247, 1.9920, 0.1161], [0.8383, 1.0304, 3.1846], [-0.5114, 1.8742, 3.7077], [0.1420, 1.6523, 2.9607]], "mulliken_charge": [-0.570, -0.544, 0.179, -0.696, -1.102, -0.163, 0.314, 0.373, 0.302, 0.249, 0.389, 0.380, 0.253, 0.354, 0.327, 0.327, 0.288, 0.342, 0.324, 0.330, -0.655], "total_charge": 1, "homo_ev": -14.7, "homo_lumo_gap_ev": 11.7}

***

Which of them is least stable? Easy: #2.